--- w ---
Formula: C3H10NO2
Source: the OMol25 dataset
Level of theory: ωB97M-V/def2-TZVPD

Output
2S+1   1
HOMO   -3.77 eV
Total charge   -1
M   92.118 g mol⁻¹

Cartesian coordinates (Å):
O1 1.02387 -1.32957 -1.64951
O2 0.84148 -1.17888 0.77474
N1 -1.67378 -0.19370 0.23123
C1 -0.42578 1.94614 -0.52245
C2 -0.64736 0.86698 0.51841
C3 0.63855 0.15588 1.07220
H1 0.55440 0.26485 2.16827
H2 -1.14207 1.30670 1.39717
H3 0.97931 -1.23347 -0.48407
H4 1.51466 0.73478 0.71738
H5 -1.42976 2.12131 -0.95742
H6 1.70792 -2.00700 -1.67770
H7 -1.16014 -1.05317 0.45250
H8 -0.08043 2.91623 -0.16140
H9 0.19355 1.60557 -1.35700
H10 -1.83204 -0.21572 -0.77327

Mulliken atomic charge list, values in e, 5 entries: number 1, O, carries -0.8578; number 2, O, carries -0.8434; number 3, N, carries -0.8200; number 4, C, carries -1.4283; number 5, C, carries 0.4391

=====

--- x ---
Formula: C3H10NO2
Source: the OMol25 dataset
Level of theory: ωB97M-V/def2-TZVPD

Output
2S+1   1
HOMO   -3.39 eV
Total charge   -1
M   92.118 g mol⁻¹

Cartesian coordinates (Å):
O1 -1.56049 0.10416 0.77347
O2 -2.51797 -2.05639 0.10764
N1 2.46943 -0.12251 -0.57157
C1 1.73907 1.14739 -0.73019
C2 -0.25007 0.00600 0.37164
C3 0.35586 1.40271 -0.02001
H1 0.60929 1.97128 0.90005
H2 2.55973 1.84472 -0.55878
H3 -2.79080 -2.46517 0.94990
H4 -2.01218 -1.10564 0.42095
H5 -0.19774 -0.62888 -0.53329
H6 1.93157 -0.85247 -1.01818
H7 -0.34079 1.85054 -0.71910
H8 2.72660 -0.37957 0.36807
H9 0.29167 -0.49596 1.20814
H10 1.54378 1.26169 -1.78445

Mulliken atomic charge list, values in e, 5 entries: number 1, O, carries -0.8046; number 2, O, carries -0.8261; number 3, N, carries -0.6605; number 4, C, carries -0.6525; number 5, C, carries -0.3795

=====

What should be chosen as the most stable of them? Choose w.